C11H8NO5V as an isolated structure, computed with ωB97M-V with the def2-TZVPD basis set.

Summary:
E_HOMO (alpha / beta) (eV): -17.41 / -17.47
Total charge: +2
2S+1: 3
Energy relative to the best compared isomer or geometry (same formula, charge and spin) (kJ/mol): 240.0
⟨S²⟩: 2.05
E_LUMO (alpha / beta) (eV): -10.08 / -10.42

Geometry (Å):
O 1.259470 -4.960914 -4.892984
C 1.057330 -4.521526 -3.852891
V 0.138125 -0.638906 -1.858087
O 0.940472 -3.274537 0.114490
C 0.638287 -2.567974 -0.741165
C -0.685382 1.675580 -2.287690
O -0.942606 2.191926 -3.304219
C -1.634908 -1.553464 -1.781999
O -2.698750 -2.003427 -1.496444
C 2.131393 -0.713734 -1.797249
O 3.282630 -0.795104 -1.533763
H 0.813045 -1.920925 -2.754282
C -0.610616 2.471940 3.476012
C -0.363955 1.612258 2.269409
C -1.051740 0.374728 2.184670
C -0.824341 -0.343249 0.997870
N -0.063613 0.199707 0.039669
C 0.633699 1.339067 0.137947
C 0.547502 2.116888 1.287706
H -1.668475 2.768509 3.501263
H -0.364117 1.906322 4.384920
H 0.027343 3.352701 3.379601
H -1.748290 -0.028187 2.973090
H -1.246270 -1.360886 0.805141
H 1.349652 1.595298 -0.655902
H 1.084113 3.077912 1.404888

Atoms 1-2, force components in eV/Å:
O -0.576 1.200 2.989
C 0.573 -1.166 -2.951



C11H9AgF6N6O4S2Se as an isolated structure, computed with ωB97M-V with the def2-TZVPD basis set.

Summary:
E_HOMO (eV): -9.33
Energy relative to the best compared isomer or geometry (same formula, charge and spin) (kJ/mol): 42.3
E_LUMO (eV): -1.57

Geometry (Å):
Ag -0.430153 -0.090272 0.367439
F 0.080654 -0.414704 -2.673776
C -0.831094 -1.233439 -3.230121
F -1.120968 -0.780997 -4.441746
F -0.276139 -2.443291 -3.343672
S -2.329354 -1.336515 -2.149278
O -1.761429 -1.766488 -0.888512
O -3.225548 -2.202430 -2.835465
N -2.873214 0.124312 -2.149838
S -2.568465 1.247397 -1.113923
O -2.941156 0.937866 0.239385
O -1.270632 1.860494 -1.275739
C -3.786992 2.496427 -1.702745
F -3.669496 3.586265 -0.940820
F -3.549515 2.828726 -2.967593
F -5.025496 2.027639 -1.596132
Se 2.221373 -3.311129 -0.526475
N 3.401968 -2.571890 -1.624834
C 3.307335 -1.271985 -1.452530
C 4.021472 -0.278501 -2.192860
C 3.737406 1.016746 -1.923946
C 2.760706 1.354355 -0.920977
N 2.109372 0.499010 -0.197627
C 2.366425 -0.828091 -0.454550
N 1.694025 -1.764415 0.170414
H 4.736535 -0.584708 -2.943946
H 4.219342 1.826585 -2.453113
H 2.540929 2.402918 -0.749463
C 1.731658 -0.166185 3.452812
C 0.252935 -0.123907 3.598126
N -0.617103 -0.113242 2.613785
C -1.873813 -0.076035 3.183961
C -1.752277 -0.057814 4.534816
N -0.397665 -0.098586 4.783378
H 1.980161 -0.013937 2.405347
H 2.135214 -1.129130 3.769626
H 2.208330 0.617489 4.043210
H -2.761351 -0.044618 2.576409
H -2.482261 -0.023318 5.322798
H 0.038282 -0.100603 5.688192

Atoms 1-2, force components in eV/Å:
Ag 0.274 -0.039 0.241
F -0.004 -0.033 -0.049



C11H9As2CuF28O5Pt as an isolated structure, computed with ωB97M-V with the def2-TZVPD basis set.

Summary:
E_HOMO (alpha / beta) (eV): -10.55 / -10.54
2S+1: 3
⟨S²⟩: 2.00
E_LUMO (alpha / beta) (eV): -2.46 / -3.72

Geometry (Å):
Pt 11.118547 2.290087 -10.418862
Cu 8.875308 0.235324 -7.642105
As 9.787478 -1.191578 -10.979819
F 10.703007 -2.385116 -10.172271
F 10.710444 -1.403376 -12.411178
F 8.923701 0.060111 -11.753739
F 8.967548 -0.856286 -9.461816
F 10.890719 0.113381 -10.410465
F 8.650487 -2.365218 -11.473731
As 7.319354 3.383796 -10.522610
F 7.671215 4.907325 -11.216205
F 7.275977 4.015835 -8.927229
F 7.158077 1.784854 -9.833937
F 7.502490 2.617336 -12.050189
F 9.114966 3.140891 -10.279738
F 5.647290 3.659923 -10.726486
O 11.440324 2.901975 -6.479044
C 11.317655 2.680344 -7.784465
O 11.929883 3.404079 -8.642972
O 10.591252 1.727626 -8.242824
H 11.796836 3.814744 -6.424037
C 15.280688 6.590314 -8.561230
C 16.006450 5.250126 -8.671427
C 15.178264 4.071149 -8.151874
F 15.947192 2.969087 -7.932040
F 14.592241 4.413347 -6.992207
F 16.397606 4.988405 -9.957177
F 17.178923 5.393414 -7.934023
O 14.044746 6.539245 -9.315808
C 12.907874 7.041787 -8.740309
C 11.779561 7.108594 -9.790461
F 11.421117 5.850777 -10.244610
F 10.704910 7.778857 -9.291702
F 12.559360 6.394568 -7.601834
F 13.176274 8.372157 -8.395857
H 15.941188 7.291557 -9.075206
H 15.021610 6.821398 -7.533119
H 14.461037 3.790016 -8.927765
H 12.178477 7.715518 -10.615157
C 6.146996 2.970626 -5.887113
C 7.523365 3.586716 -5.652306
C 8.567335 2.660094 -5.049366
F 8.197199 2.217895 -3.828758
F 8.928407 1.609733 -5.888075
F 8.084107 4.105366 -6.804607
F 7.343123 4.685556 -4.821659
O 6.376762 1.592907 -6.152747
C 5.356526 0.870722 -6.694610
C 5.820389 -0.589865 -6.750173
F 7.171907 -0.603364 -7.023103
F 5.622025 -1.253560 -5.593436
F 4.236034 0.972749 -5.938526
F 5.033348 1.351602 -7.885934
H 5.655385 3.510550 -6.694826
H 5.561409 3.099799 -4.977470
H 9.509706 3.213753 -4.948241
H 5.271714 -1.125745 -7.529970

Atoms 1-2, force components in eV/Å:
Pt -0.769 0.150 2.051
Cu 0.998 0.825 -0.881



C11H9AsIMnNO10SSe as an isolated structure, computed with ωB97M-V with the def2-TZVPD basis set.

Summary:
E_HOMO (alpha / beta) (eV): -9.35 / -9.35
2S+1: 2
Energy relative to the best compared isomer or geometry (same formula, charge and spin) (kJ/mol): 458.5
⟨S²⟩: 0.79
E_LUMO (alpha / beta) (eV): -2.72 / -2.17

Geometry (Å):
Mn 0.564837 -0.731602 -0.039910
O 1.305742 1.075745 2.365424
As 2.548310 1.506557 -0.603230
O 3.004978 0.868155 -2.027049
O 2.032653 -0.470639 0.422782
C 0.651818 2.243780 -1.048889
C 0.885283 3.611542 -1.014389
C -0.035602 4.548097 -1.479862
C -1.245290 4.138310 -1.995516
C -1.545604 2.782509 -2.018300
C -0.615608 1.872609 -1.546496
S -1.153997 0.221273 -1.567281
O 0.118067 -0.598369 -1.866287
O -2.262045 0.026590 -2.423054
O -1.333366 -0.286583 -0.149414
H 0.925291 1.785652 2.940460
H 1.829056 3.984638 -0.620404
H 0.205356 5.601936 -1.433143
H -1.964786 4.859534 -2.356120
H -2.504634 2.441671 -2.379041
O -2.179660 0.140536 2.951035
Se -1.441886 1.464137 2.402808
O -0.634283 2.402415 3.457418
O 0.133270 0.682670 1.636117
O -2.106394 2.215128 1.141274
I 3.272120 -5.818315 0.879828
C 1.521917 -4.727151 0.724290
C 0.277027 -5.333403 0.814264
C -0.864106 -4.557367 0.713454
C -0.736985 -3.196603 0.517667
N 0.472447 -2.624120 0.427721
C 1.588064 -3.359716 0.525127
H 0.201111 -6.401916 0.964387
H -1.849444 -4.992884 0.787441
H -1.592436 -2.539668 0.446565
H 2.528786 -2.835136 0.450336

Atoms 1-2, force components in eV/Å:
Mn 0.732 0.615 1.155
O 0.020 0.011 -0.069



C11H9BaN3O4S as an isolated structure, computed with ωB97M-V with the def2-TZVPD basis set.

Summary:
E_HOMO (eV): -6.59
Energy relative to the best compared isomer or geometry (same formula, charge and spin) (kJ/mol): 233.7
E_LUMO (eV): -0.34

Geometry (Å):
Ba -1.320721 -2.732390 0.000003
C 4.244079 -0.798890 0.000003
N 3.323679 0.301010 0.000003
C 3.621679 1.635010 -0.000097
C 2.459179 2.314810 -0.000097
N 1.415679 1.400910 0.000003
C 1.972179 0.141410 0.000003
S 1.327879 -1.388290 0.000103
C 0.057979 1.746210 0.000003
C -0.342921 3.084310 0.000103
C -1.694521 3.368310 0.000103
C -2.607321 2.323310 0.000003
C -2.110721 1.029910 0.000003
N -0.816521 0.750110 0.000003
H 5.256979 -0.409290 0.000003
H 4.081479 -1.420490 -0.882497
H 4.081479 -1.420490 0.882403
H 4.626479 2.004310 -0.000097
H 2.303879 3.370410 -0.000097
H 0.370379 3.889010 0.000103
H -2.024921 4.395110 0.000103
H -3.667321 2.512210 0.000003
H -2.766921 0.169510 -0.000097
O -5.361921 -3.859890 0.000003
C -4.186421 -3.673490 0.000003
O -3.417121 -2.718890 0.000003
C -3.135821 -5.133590 0.000003
O -3.693921 -6.183390 0.000003
O -1.995921 -4.696790 0.000003

Atoms 1-2, force components in eV/Å:
Ba 5.071 4.076 0.000
C 0.288 -0.471 -0.002



C11H9BaNO4 as an isolated structure, computed with ωB97M-V with the def2-TZVPD basis set.

Summary:
E_HOMO (eV): -14.73
Total charge: +2
E_LUMO (eV): -7.66

Geometry (Å):
Ba 0.025822 0.056256 -2.343457
O 0.203725 3.899939 -0.240027
C 0.150838 2.818448 -0.615665
C -0.110163 -2.748593 -0.857059
O -0.165430 -3.859668 -0.563448
C 2.805008 -0.082151 -0.818761
O 3.937909 -0.133783 -0.590341
C -2.773543 0.185381 -0.884874
O -3.900746 0.241417 -0.674496
C 0.056098 0.728913 -5.189774
H -0.840454 1.379164 -5.166743
H 1.009023 1.291932 -5.148802
C -0.007870 -0.616777 -5.243259
H 0.887177 -1.271197 -5.248516
H -0.962409 -1.180586 -5.266147
C -0.042652 -0.094126 4.729815
C 0.070562 1.099851 4.033522
C 0.084234 1.100071 2.618883
N -0.009889 -0.022180 1.872853
C -0.119711 -1.181098 2.556804
C -0.138791 -1.254805 3.971973
H -0.055105 -0.122498 5.830133
H 0.148507 2.034606 4.591794
H 0.177976 2.086733 2.140503
H -0.201589 -2.141358 2.028436
H -0.228532 -2.213887 4.476645

Atoms 1-2, force components in eV/Å:
Ba 0.007 0.040 1.750
O -0.171 -3.468 -1.055



C11H9BrF10IN2O2P2S as an isolated structure, computed with ωB97M-V with the def2-TZVPD basis set.

Summary:
E_HOMO (eV): -6.40
Total charge: -1
E_LUMO (eV): 1.18

Geometry (Å):
C 3.596052 -0.783495 1.268725
C 2.137613 -0.258813 1.321755
C 1.204053 -1.504924 1.190670
I 0.803724 -2.442717 3.126348
C -0.080893 -1.219391 0.411540
C -1.179947 -0.405252 0.932742
C -1.062538 0.245961 2.315895
O -1.555367 1.597106 2.401672
C -0.910319 2.492025 1.606439
F -0.915851 3.680442 2.269694
F -1.560633 2.726736 0.456494
F 0.366808 2.192113 1.360459
C -2.317363 -0.244077 0.167088
P -3.801288 0.715176 0.758893
O -4.851990 -0.482117 1.321561
Br -4.885181 1.641200 -0.971024
C -2.316601 -0.866246 -1.131046
N -3.307102 -0.844332 -2.031583
S -2.854541 -1.644403 -3.341919
N -1.342028 -2.126709 -2.908003
C -1.234458 -1.636498 -1.694600
C -0.121681 -1.781333 -0.807698
F 0.906310 -2.493191 -1.282610
H 3.837611 -1.165415 0.263661
H 3.708360 -1.656100 1.940957
H 4.338071 -0.021359 1.539949
H 1.935059 0.346124 2.211151
H 1.995511 0.302989 0.383587
H 1.792225 -2.255434 0.654312
H -0.056921 0.207339 2.740233
H -1.699253 -0.343062 2.995127
H -4.256785 -1.121971 1.745454
F 1.352873 0.931808 -1.551062
P 1.957695 1.307500 -3.035413
F 0.603111 2.222083 -3.216793
F 1.034728 0.052849 -3.571745
F 3.315303 1.139181 -2.113406
F 2.564614 2.777243 -3.454305
F 2.861019 0.718964 -4.273200

Atoms 1-2, force components in eV/Å:
C -0.108 -0.327 0.385
C 0.618 -1.087 -0.739



An isolated ion of composition C11H9BrN and charge +1, computed with ωB97M-V with the def2-TZVPD basis set.

Summary:
E_HOMO (eV): -10.95
Total charge: +1
SMILES: C=Cc1cccc2c[nH+]c(Br)cc12
E_LUMO (eV): -4.71

Geometry (Å):
C 2.122811 -2.268094 -0.170602
C 1.691261 -1.358856 -1.164804
C 1.129732 -0.050182 -0.628343
C 1.907931 1.078976 -0.629946
C 1.377423 2.315588 -0.122934
C 0.117595 2.321710 0.388442
C -0.721679 1.176354 0.412341
C -2.023052 1.157637 0.928682
N -2.735962 0.044217 0.875670
C -2.288228 -1.123928 0.328712
Br -3.459125 -2.633373 0.285705
C -1.030419 -1.231645 -0.177484
C -0.220285 -0.051686 -0.131144
H 1.361488 -2.882449 0.339187
H 3.183161 -2.305535 0.115190
H 1.706636 -1.577331 -2.240594
H 2.917043 0.963692 -1.035489
H 2.007383 3.204017 -0.166718
H -0.278817 3.262335 0.784311
H -2.424768 2.073086 1.369426
H -3.677159 0.044325 1.260366
H -0.662971 -2.158858 -0.619974

Atoms 1-2, force components in eV/Å:
C -0.271 0.577 -0.811
C 0.013 0.009 0.853



Computed strongest force on any atom (eV Å⁻¹) in order:
10.03; 0.40; 2.20; 1.50; 6.87; 4.81; 2.51; 3.05